DFT (the ωB97M-V functional and the def2-TZVPD basis) results for a molecular structure, C41H54BrGeNaO4PS4Se in a non-equilibrium geometry.

As for the spin multiplicity: 1. As for the HOMO energy: -4.3414 eV. The charge is -1. Its orbital gap is 6.2 eV.

Last column: Löwdin charge in e.
Positions of all 108 atoms, in Å:
Br 3.6540 -0.7788 0.2853  0.817
Se 0.0776 -0.3433 3.5526  0.909
Ge -0.7136 -1.6670 6.4674  0.762
S -0.8884 -0.5277 -2.8620  0.911
S -1.4857 2.5427 1.1250  1.001
S 1.5874 -3.9354 -1.5169  0.286
S 1.4654 -7.1048 -2.7823  0.147
P 2.1905 -5.2853 -2.8463  -0.194
Na 0.9486 -1.4307 -0.8623  0.076
O 3.7936 -5.4741 -2.8051  -0.344
O -1.0288 -1.9972 -2.8505  -0.510
O -0.8125 1.2830 1.5119  -0.599
O 2.0692 -4.6182 -4.3410  -0.345
C -3.9797 3.5319 1.7822  -0.109
C -0.9452 0.0072 -4.6108  -0.189
C -5.0698 0.9331 -1.6046  -0.281
C 0.5238 1.8714 -1.6855  -0.240
C -1.7385 0.0158 6.4882  -0.244
C 1.7938 0.5088 3.2398  -0.409
C 1.1827 5.7309 3.0824  -0.090
C -1.9208 -3.1732 6.0590  -0.221
C 0.0746 -1.9640 8.2597  -0.230
C -3.2991 -0.7103 -1.5900  -0.055
C 0.6782 -1.4510 5.0781  -0.598
C -3.0038 1.3501 -2.7885  -0.086
C 4.5825 -3.1230 -3.0237  -0.080
C 2.1061 3.4395 -2.5911  -0.073
C 4.8541 -4.6082 -3.2277  -0.452
C 5.1989 -4.9159 -4.6809  -0.055
C 3.1514 2.6027 -2.1487  -0.184
C 0.8588 3.7489 1.7649  -0.074
C -4.5657 -0.3003 -1.2038  -0.031
C -4.2115 1.9922 4.0849  -0.066
C 1.7077 4.6635 2.3682  -0.066
C -6.4753 1.3375 -1.2516  -0.055
C 2.8156 1.4197 -1.4079  -0.244
C -5.1148 3.6348 2.5719  -0.088
C -0.5139 3.8745 1.9241  -0.314
C 0.8119 3.0936 -2.3245  -0.109
C -0.3336 -4.8037 -4.7927  -0.078
C -5.2298 2.8632 3.7211  -0.086
C 5.2294 1.0578 -1.1113  -0.156
C 1.2366 -3.4058 -6.1766  -0.053
C 5.5221 2.1777 -1.9094  -0.102
C 4.5021 2.9396 -2.4008  -0.059
C 0.9038 -3.9187 -4.7830  -0.509
C -4.2636 1.7608 -2.3810  -0.045
C -0.1919 5.8873 3.1846  -0.085
C 3.9274 0.7131 -0.8819  -0.573
C -2.9629 2.6678 2.1629  -0.376
C -3.0702 1.8916 3.3023  -0.058
C -1.0467 4.9559 2.6119  -0.073
C 1.4663 0.9716 -1.2101  -0.116
C -2.5317 0.1000 -2.4111  -0.356
H 1.9137 1.3331 3.9409  0.023
H 0.7119 -1.1325 8.5609  0.011
H 5.6994 -4.9049 -2.5981  0.135
H -2.1128 5.0686 2.7373  0.096
H -2.4005 2.0032 -3.4068  0.105
H -2.8347 -3.0969 6.6490  0.012
H 4.3071 -2.9265 -1.9900  0.029
H 2.7799 4.5395 2.2885  0.109
H 6.0818 -4.3472 -4.9808  0.074
H -5.9049 4.3227 2.2982  0.101
H -3.8748 4.1256 0.8806  0.113
H -4.3018 1.3989 4.9860  0.098
H -1.4459 -4.1281 6.2834  0.014
H 3.7595 -2.8067 -3.6636  0.069
H -0.7242 -2.0622 8.9964  0.010
H 1.5311 -0.9313 5.5171  0.008
H 1.0228 -2.4052 4.6820  0.007
H -4.6273 2.7406 -2.6699  0.110
H 5.3996 -5.9817 -4.7953  0.080
H -2.2535 1.2247 3.5556  0.047
H -6.5847 2.4218 -1.2335  0.071
H -1.9437 -0.1295 -5.0186  0.062
H 1.2508 2.9216 1.1854  0.099
H -6.1234 2.9389 4.3278  0.100
H 5.4763 -2.5498 -3.2791  0.080
H -2.9013 -1.6705 -1.2847  0.113
H -1.0627 0.8711 6.4815  0.022
H 6.0283 0.4735 -0.6754  0.088
H 1.7898 0.8724 2.2178  -0.021
H -0.5254 1.6301 -1.5720  0.020
H 1.3849 -4.2549 -6.8469  0.081
H 6.5547 2.4348 -2.1096  0.095
H -0.6063 6.7283 3.7261  0.101
H -0.6342 1.0513 -4.6435  0.048
H -7.1704 0.9445 -1.9975  0.081
H -2.3362 0.0712 5.5782  -0.020
H -5.1740 -0.9520 -0.5878  0.115
H -0.5538 -5.1264 -3.7767  0.047
H -6.7681 0.9407 -0.2799  0.075
H 0.6679 -2.8783 8.2847  0.011
H -2.1872 -3.1644 5.0020  0.017
H 0.7233 -3.0789 -4.1036  0.081
H 0.4221 -2.7885 -6.5604  0.069
H -0.2216 -0.6136 -5.1359  0.045
H 4.7149 3.8330 -2.9787  0.103
H -0.1601 -5.6898 -5.4051  0.079
H -1.1914 -4.2471 -5.1759  0.077
H -2.4034 0.0980 7.3491  0.016
H 2.3475 4.3517 -3.1261  0.099
H 2.5846 -0.2261 3.3621  0.009
H 1.8447 6.4404 3.5626  0.100
H 0.0012 3.7485 -2.6366  0.093
H 4.3602 -4.6535 -5.3243  0.067
H 2.1533 -2.8136 -6.1614  0.075

Forces on the atoms, in the same order (eV/Å):
0.0 0.0 -0.1
0.0 -0.5 0.4
0.0 0.1 0.0
-0.9 0.5 -0.8
-0.2 0.4 0.4
0.0 -0.3 0.1
-0.1 0.3 0.1
0.3 -0.1 -0.3
0.1 0.0 0.0
0.0 0.0 0.1
-0.1 -0.7 0.2
0.0 0.0 -0.3
0.0 -0.2 0.2
0.0 0.0 -0.1
0.1 0.0 0.4
0.0 0.0 0.0
0.2 0.0 0.2
0.0 -0.2 0.0
-0.1 0.1 0.1
0.0 0.0 0.0
0.2 0.2 0.0
-0.1 0.0 -0.2
0.1 -0.1 -0.1
-0.1 0.1 -0.1
0.0 0.0 0.0
0.0 -0.2 0.1
-0.1 0.1 -0.1
0.0 0.2 -0.3
0.0 -0.1 0.2
0.0 -0.2 0.2
0.0 -0.2 0.0
0.0 0.1 0.0
0.0 0.0 0.0
0.0 0.0 0.0
0.1 0.0 0.0
-0.2 0.1 0.0
0.0 0.0 0.0
-0.2 -0.1 -0.2
0.0 0.1 -0.1
0.2 0.1 0.2
-0.1 0.0 0.0
0.0 -0.2 0.1
0.1 -0.1 0.2
-0.1 0.1 -0.1
0.2 0.1 0.0
-0.2 0.2 -0.1
0.0 0.0 0.0
0.0 0.0 0.0
0.3 -0.1 0.1
0.1 0.2 -0.2
0.2 -0.1 0.0
0.0 -0.1 0.0
0.1 0.3 -0.1
0.2 0.1 0.0
0.1 0.0 0.0
0.0 0.0 0.0
-0.1 0.0 0.0
-0.1 0.0 0.0
0.0 0.0 0.0
0.0 0.0 0.0
0.0 0.1 0.0
0.0 0.0 -0.1
0.0 0.0 0.0
0.0 0.0 0.0
0.0 0.0 0.0
0.0 0.0 0.0
0.0 0.0 0.0
0.0 0.1 0.0
0.0 0.0 0.0
0.0 0.0 0.1
0.0 0.0 0.1
0.0 0.0 0.0
0.0 0.0 0.0
0.0 0.0 0.0
0.0 0.0 0.0
0.0 -0.1 0.0
0.0 -0.1 0.0
0.0 0.0 0.0
0.0 0.0 0.0
-0.1 0.0 0.0
0.0 0.0 0.0
0.0 0.0 0.0
0.0 0.0 -0.1
-0.2 0.1 0.1
0.0 0.0 -0.1
0.0 0.0 0.0
0.0 0.0 0.0
0.0 0.0 -0.1
0.0 0.0 0.0
0.0 0.0 0.0
0.0 0.0 0.0
-0.1 -0.1 0.0
0.0 0.0 0.0
0.0 0.0 0.0
0.0 0.0 0.0
0.1 -0.1 0.0
0.0 0.0 0.0
0.1 0.0 0.1
0.0 0.0 0.0
0.0 0.0 0.0
0.0 0.0 0.0
0.0 -0.1 0.0
0.0 0.0 0.0
0.0 0.0 0.0
0.0 0.0 0.0
0.0 0.0 0.0
0.0 0.0 0.0
0.0 0.0 0.0